Entry from the Open Molecules 2025 dataset: a cluster of 12 separate species, C48H90N6O6 in total (wB97M-V/def2-TZVPD).

- calculated total energy (Eh) = -2662.6851
- SMILES string = c1cc[nH]c1.c1cc[nH]c1.c1cc[nH]c1.c1cc[nH]c1.c1cc[nH]c1.c1cc[nH]c1.CCOCC.CCOCC.CCOCC.CCOCC.CCOCC.CCOCC
- lowest unoccupied orbital energy (eV) = 0.337

Geometry as ORCA input:
```
! wB97M-V def2-TZVPD RIJCOSX def2/J DEFGRID3
* xyz 0 1
C 19.96 17.01 12.55
C 21.30 16.96 12.86
C 21.57 18.13 13.54
N 20.40 18.81 13.70
C 19.40 18.13 13.19
H 19.40 16.32 11.94
H 21.99 16.24 12.46
H 22.51 18.46 13.96
H 20.25 19.73 14.09
H 18.35 18.40 13.22
C 17.96 18.60 17.61
C 17.09 19.58 17.92
C 16.20 19.60 16.85
N 16.52 18.62 15.91
C 17.63 17.98 16.39
H 18.84 18.28 18.14
H 17.11 20.21 18.79
H 15.37 20.28 16.72
H 16.05 18.32 15.07
H 18.08 17.19 15.81
C 11.90 16.13 16.30
C 12.58 15.13 15.55
C 11.99 15.03 14.34
N 11.01 15.95 14.23
C 10.93 16.60 15.40
H 12.12 16.36 17.33
H 13.41 14.53 15.90
H 12.17 14.35 13.51
H 10.40 16.07 13.43
H 10.25 17.42 15.57
C 18.41 12.39 13.14
C 18.85 12.86 14.35
C 19.38 11.77 15.14
N 19.36 10.72 14.29
C 18.85 11.11 13.10
H 17.91 12.96 12.38
H 18.82 13.91 14.60
H 19.86 11.71 16.11
H 19.59 9.77 14.55
H 18.79 10.42 12.26
C 14.61 23.30 13.95
C 15.56 24.11 13.33
C 15.12 24.24 12.01
N 13.96 23.56 11.82
C 13.67 22.91 13.01
H 14.62 22.90 14.95
H 16.38 24.65 13.79
H 15.49 24.69 11.10
H 13.49 23.49 10.93
H 12.77 22.31 12.96
C 20.37 21.87 14.41
C 19.23 22.03 13.59
C 18.09 21.70 14.34
N 18.52 21.31 15.55
C 19.88 21.41 15.64
H 21.36 22.17 14.10
H 19.20 22.42 12.58
H 17.03 21.77 14.14
H 17.95 20.89 16.27
H 20.28 21.16 16.61
C 12.31 20.99 10.43
C 12.55 21.73 9.08
O 13.29 22.93 9.34
C 13.31 23.73 8.20
C 14.10 25.01 8.59
H 11.61 21.64 10.95
H 11.84 20.01 10.32
H 13.19 20.94 11.06
H 13.11 21.17 8.33
H 11.56 22.00 8.71
H 13.92 23.26 7.42
H 12.33 24.05 7.83
H 13.66 25.57 9.41
H 14.20 25.73 7.77
H 15.07 24.66 8.96
C 11.75 20.81 17.40
C 10.94 21.72 18.34
O 10.01 22.46 17.60
C 9.19 23.26 18.42
C 8.27 24.08 17.55
H 12.16 21.39 16.57
H 12.51 20.22 17.90
H 11.11 20.11 16.87
H 10.40 21.09 19.05
H 11.63 22.34 18.91
H 8.55 22.57 18.96
H 9.71 23.94 19.09
H 7.76 23.37 16.90
H 8.84 24.69 16.84
H 7.50 24.72 17.99
C 15.99 20.84 10.44
C 16.85 19.61 10.64
O 17.60 19.31 9.42
C 18.34 18.08 9.59
C 19.22 17.72 8.40
H 15.26 20.82 11.25
H 16.59 21.74 10.57
H 15.48 20.91 9.48
H 17.56 19.81 11.45
H 16.18 18.82 10.97
H 19.05 18.25 10.40
H 17.73 17.20 9.79
H 18.64 17.70 7.47
H 19.84 16.83 8.45
H 19.96 18.52 8.32
C 15.72 16.04 7.41
C 14.47 15.14 7.50
O 14.13 15.13 8.86
C 13.02 14.30 9.17
C 12.82 14.39 10.67
H 15.46 17.01 7.84
H 16.49 15.58 8.03
H 16.01 15.99 6.36
H 13.67 15.60 6.92
H 14.72 14.15 7.12
H 12.15 14.55 8.57
H 13.23 13.26 8.92
H 12.65 15.46 10.78
H 13.71 14.05 11.19
H 11.85 13.97 10.97
C 16.72 9.21 9.33
C 16.76 10.67 9.87
O 17.69 11.52 9.29
C 17.47 12.92 9.51
C 18.79 13.61 9.66
H 17.73 8.84 9.51
H 16.09 8.58 9.95
H 16.58 9.07 8.26
H 15.84 11.20 9.64
H 16.81 10.68 10.96
H 16.85 13.30 8.71
H 16.91 12.98 10.45
H 19.36 13.05 10.40
H 18.65 14.55 10.19
H 19.40 13.67 8.75
C 13.88 19.58 14.39
C 13.94 18.50 13.27
O 15.23 17.88 13.26
C 15.21 16.65 12.55
C 16.49 15.82 12.81
H 13.86 19.24 15.42
H 14.69 20.29 14.24
H 13.01 20.23 14.28
H 13.17 17.84 13.66
H 13.79 18.96 12.29
H 14.41 16.03 12.96
H 15.02 16.67 11.48
H 17.40 16.36 12.54
H 16.37 14.88 12.27
H 16.68 15.69 13.88
*
```

Atomic partial charges in e from the Mulliken method, atoms 1 to 5:
1. C -0.4519
2. C -1.3355
3. C -0.4935
4. N 0.0093
5. C -0.2907

Entry from the Open Molecules 2025 dataset: a structure of composition C48H92F24N10O22S8 (wB97M-V/def2-TZVPD).

- calculated total energy (Eh) = -9668.3190
- lowest unoccupied orbital energy (eV) = -6.542

Geometry as ORCA input:
```
! wB97M-V def2-TZVPD RIJCOSX def2/J DEFGRID3
* xyz 2 1
C -4.68 0.03 -1.36
C -3.55 -0.82 -0.81
C -3.13 -2.00 -1.75
C -1.86 -2.73 -1.32
C -0.73 -1.69 -1.40
C -0.89 -0.49 -0.57
N -2.27 0.06 -0.79
O -2.42 1.26 -0.98
C 0.01 0.68 -1.00
C -0.81 -0.76 0.92
C -3.81 -1.12 0.68
H -4.42 0.71 -2.12
H -5.06 0.57 -0.51
H -5.46 -0.68 -1.70
H -2.82 -1.58 -2.70
H -3.92 -2.76 -1.84
H -1.70 -3.44 -2.12
H -1.96 -3.11 -0.34
H -0.48 -1.50 -2.42
H 0.21 -2.18 -1.10
H -0.27 1.10 -1.98
H 1.05 0.32 -0.97
H -0.04 1.50 -0.27
H -1.19 0.01 1.58
H 0.29 -0.84 1.09
H -1.21 -1.73 1.16
H -3.22 -1.96 1.04
H -4.88 -1.45 0.73
H -3.66 -0.22 1.32
C -2.18 -2.61 6.00
C -1.52 -1.22 5.99
C -2.42 -0.20 6.70
C -1.69 1.08 7.03
C -0.65 0.78 8.13
C 0.46 -0.10 7.62
N -0.16 -1.26 6.72
O 0.55 -2.23 6.52
C 1.23 -0.80 8.72
C 1.51 0.58 6.69
C -0.93 -0.77 4.63
H -2.55 -2.77 7.03
H -1.49 -3.44 5.79
H -3.02 -2.70 5.30
H -2.72 -0.77 7.56
H -3.31 -0.01 6.06
H -2.45 1.74 7.44
H -1.34 1.57 6.13
H -1.13 0.39 9.00
H -0.05 1.68 8.31
H 1.58 -0.06 9.51
H 2.06 -1.36 8.29
H 0.51 -1.45 9.31
H 2.01 1.31 7.31
H 1.12 1.04 5.80
H 2.30 -0.05 6.37
H -1.74 -0.49 3.96
H -0.39 -1.62 4.20
H -0.30 0.18 4.81
C 8.49 4.20 -0.45
C 8.41 3.00 -1.37
C 8.51 1.72 -0.61
C 8.14 0.54 -1.54
C 6.65 0.72 -1.87
C 6.30 2.04 -2.67
N 6.95 3.16 -1.91
O 6.36 4.20 -1.93
C 4.81 2.36 -2.67
C 6.89 2.05 -4.09
C 9.36 3.20 -2.50
H 8.18 5.15 -0.87
H 9.51 4.31 -0.08
H 7.88 4.03 0.45
H 7.80 1.64 0.19
H 9.53 1.59 -0.30
H 8.30 -0.37 -0.97
H 8.79 0.45 -2.46
H 6.08 0.89 -0.96
H 6.31 -0.10 -2.49
H 4.45 2.61 -1.70
H 4.24 1.44 -3.01
H 4.52 3.17 -3.37
H 6.31 1.33 -4.64
H 7.93 1.86 -4.19
H 6.79 3.07 -4.51
H 10.38 3.34 -2.13
H 9.07 4.22 -2.92
H 9.34 2.43 -3.25
C -8.35 -3.52 -5.97
N -7.10 -3.32 -5.28
C -7.30 -2.18 -4.34
C -6.73 -4.51 -4.49
C -6.03 -2.91 -6.28
C -4.66 -2.28 -5.73
O -4.90 -0.96 -5.22
H -8.76 -2.62 -6.38
H -9.09 -3.91 -5.33
H -8.18 -4.33 -6.68
H -8.38 -2.03 -4.03
H -7.12 -1.32 -4.98
H -6.61 -2.08 -3.52
H -6.52 -5.37 -5.16
H -7.55 -4.85 -3.77
H -5.84 -4.23 -3.94
H -6.55 -2.18 -6.91
H -5.92 -3.84 -6.84
H -3.96 -2.26 -6.55
H -4.28 -2.96 -4.96
H -4.15 -0.27 -5.42
C -1.60 6.26 -1.10
C -0.77 4.99 -1.14
C -0.16 4.63 -2.47
O 0.58 3.45 -2.29
C 1.32 2.93 -3.49
N 0.33 5.09 -0.14
H 0.05 5.24 0.85
H 1.00 4.30 -0.22
H 0.78 5.91 -0.39
H -2.21 6.48 -1.98
H -1.01 7.17 -1.01
H -2.25 6.32 -0.22
H -1.32 4.14 -0.78
H 0.45 5.43 -3.00
H -1.07 4.41 -3.11
H 1.59 3.76 -4.15
H 0.68 2.30 -4.11
H 2.22 2.36 -3.16
C 2.00 -3.83 3.60
C 1.95 -3.92 2.10
C 3.07 -3.33 1.34
O 2.63 -3.17 0.01
C 3.51 -2.33 -0.71
N 1.80 -5.38 1.63
H 2.65 -5.87 1.92
H 0.89 -5.80 1.93
H 1.72 -5.46 0.58
H 2.92 -4.33 3.90
H 1.10 -4.20 4.08
H 2.21 -2.81 3.83
H 1.07 -3.44 1.69
H 3.96 -4.02 1.47
H 3.28 -2.42 1.91
H 4.50 -2.74 -0.89
H 3.56 -1.37 -0.16
H 3.04 -2.14 -1.69
C 3.40 6.06 2.69
F 3.85 7.33 2.52
F 3.96 5.58 3.77
F 2.08 6.00 2.70
S 3.89 5.10 1.20
O 2.86 5.32 0.23
O 5.27 5.38 0.79
N 3.65 3.69 1.93
S 4.25 2.28 1.61
O 4.39 1.98 0.23
O 5.34 1.88 2.45
C 2.75 1.35 2.33
F 1.61 1.42 1.66
F 2.97 0.09 2.58
F 2.57 1.92 3.54
C -0.50 -0.95 -5.41
F 0.10 -0.14 -4.65
F 0.32 -1.85 -5.98
F -1.42 -1.64 -4.61
S -1.53 -0.18 -6.73
O -0.66 0.65 -7.51
O -2.13 -1.32 -7.39
N -2.63 0.64 -5.77
S -2.22 1.85 -4.88
O -2.48 1.52 -3.50
O -0.96 2.49 -5.11
C -3.54 3.00 -5.30
F -3.11 4.21 -4.98
F -3.77 2.98 -6.60
F -4.72 2.82 -4.69
C -0.35 -8.08 -0.95
F 0.69 -8.60 -1.60
F -1.43 -8.37 -1.60
F -0.42 -8.64 0.38
S -0.11 -6.24 -0.87
O 1.32 -6.20 -0.93
O -0.90 -5.74 -1.96
N -0.66 -5.73 0.57
S -2.27 -5.93 0.79
O -3.19 -5.24 -0.10
O -2.66 -7.21 1.18
C -2.19 -4.99 2.40
F -3.38 -5.09 2.93
F -1.30 -5.46 3.32
F -1.82 -3.73 2.11
C -5.69 1.96 2.60
F -5.21 2.58 1.58
F -6.64 2.71 3.11
F -6.20 0.84 2.23
S -4.30 1.68 3.85
O -4.88 1.84 5.14
O -3.80 0.37 3.52
N -3.31 2.89 3.52
S -2.25 3.18 2.44
O -1.78 2.03 1.73
O -2.49 4.35 1.64
C -0.67 3.59 3.43
F 0.30 3.83 2.58
F -0.82 4.71 4.11
F -0.37 2.62 4.29
*
```

Atomic partial charges in e from the Mulliken method, atoms 1 to 5:
1. C -1.0463
2. C 1.6500
3. C -0.9240
4. C 1.3303
5. C -0.9698

no.,frontier orbital gap (eV)
1,7.833
2,6.707